Record 1
Below is a cluster of 2 separate species, C6H11NO in total at a distorted geometry, with properties calculated with ωB97M-V/def2-TZVPD.

ΔE to the lowest compared entry with this formula, charge and spin (kJ/mol): 131.1
HOMO-LUMO gap (eV): 9.0980
Molecular weight (u): 113.160
E_HOMO (Ha): -0.303
Charge: 0
Largest force on an atom (eV/Å): 3.6

Each line ends with the Mulliken charge.
Cartesian coordinates (Å):
O1 3.102 -0.008 -2.636  -0.6210
N1 -0.653 -1.994 -0.675  -0.0660
C1 -1.327 1.806 1.374  -1.0527
C2 -0.094 -1.137 1.328  -0.6369
C3 -0.344 -0.630 -0.860  -0.8645
C4 -0.064 -0.025 0.304  0.6784
C5 0.017 1.410 0.719  -0.5708
C6 -0.567 -2.208 0.681  -0.4506
H1 0.853 1.627 1.389  0.3102
H2 -1.252 -2.485 -1.316  0.2545
H3 0.188 1.990 -0.199  0.3190
H4 -0.372 -0.240 -1.869  0.3887
H5 -0.799 -3.143 1.159  0.3860
H6 -0.135 -0.885 2.368  0.3781
H7 2.528 -0.045 -3.424  0.3142
H8 -1.954 0.917 1.483  0.3421
H9 3.989 0.260 -2.909  0.3078
H10 -1.289 2.279 2.368  0.2800
H11 -1.827 2.510 0.714  0.3034

---

Record 2
Below is a structure of composition C6H6O at a distorted geometry, with properties calculated with ωB97M-V/def2-TZVPD.

ΔE to the lowest compared entry with this formula, charge and spin (kJ/mol): 562.9
HOMO-LUMO gap (spin up / spin down) (eV): 8.2368 / 8.2384
Molecular weight (u): 94.113
E_HOMO (spin up / spin down) (Ha): -0.309 / -0.309
Charge: 0
Largest force on an atom (eV/Å): 2.2

Each line ends with the Mulliken charge.
Cartesian coordinates (Å):
O1 -1.457 -0.590 -0.581  -0.3477
C1 -0.107 -0.844 -0.515  -0.4674
C2 1.948 0.218 0.189  -0.6822
C3 -1.724 0.727 -0.090  -0.3688
C4 2.192 -0.949 0.587  -0.3089
C5 -0.375 1.357 0.098  -0.3138
C6 0.568 0.452 -0.147  0.8009
H1 0.804 -1.526 0.372  0.0983
H2 2.860 -1.677 1.003  0.3829
H3 -2.289 0.671 0.850  0.2466
H4 -2.355 1.232 -0.831  0.2558
H5 0.172 -1.444 -1.380  0.3065
H6 -0.236 2.373 0.445  0.3978

---

Record 3
Below is a structure of composition C24H42O21PS2Tl at a distorted geometry, with properties calculated with ωB97M-V/def2-TZVPD.

ΔE to the lowest compared entry with this formula, charge and spin (kJ/mol): 192.4
HOMO-LUMO gap (eV): 5.2241
Molecular weight (u): 966.070
E_HOMO (Ha): -0.357
Charge: 0
Largest force on an atom (eV/Å): 5.2

Each line ends with the Mulliken charge.
Cartesian coordinates (Å):
Tl1 1.688 2.971 -3.851  0.9723
S1 6.941 0.685 -2.255  0.4717
S2 4.228 5.928 0.635  0.5122
P1 -0.190 0.032 -0.943  0.7819
O1 4.203 0.782 7.066  -0.5622
O2 2.062 -6.272 -0.492  -0.3102
O3 -1.948 -2.318 -8.016  -0.3652
O4 5.964 1.700 -2.782  -0.5755
O5 -0.051 -6.946 -0.074  -0.3575
O6 -2.547 3.758 3.734  -0.3050
O7 1.327 -8.420 -1.118  -0.5775
O8 -4.348 4.578 4.819  -0.5340
O9 -4.060 4.929 2.661  -0.3664
O10 -2.016 -4.091 -6.798  -0.3323
O11 -1.766 -4.353 -9.069  -0.5738
O12 1.165 0.695 -0.515  -0.4068
O13 -7.362 0.473 -0.316  -0.3370
O14 -6.714 -0.694 -2.080  -0.3102
O15 -1.030 1.241 -1.413  -0.4903
O16 -0.942 -0.904 0.112  -0.4449
O17 2.807 -0.938 6.653  -0.3707
O18 2.375 0.993 5.751  -0.3024
O19 4.107 5.597 -0.798  -0.5868
O20 0.252 -0.508 -2.331  -0.4078
O21 -8.822 0.106 -2.051  -0.6036
C1 6.105 -0.887 -1.631  -0.9098
C2 -0.524 -5.628 1.888  -1.2521
C3 6.019 6.308 0.815  -0.9250
C4 3.248 0.347 6.466  0.6264
C5 1.412 -5.178 0.127  -0.3422
C6 4.339 4.352 1.674  -0.8861
C7 -0.046 -5.642 0.444  0.4653
C8 -6.003 0.268 -0.063  0.3967
C9 0.565 -1.682 6.689  -1.3081
C10 -6.040 -0.463 1.291  -1.3665
C11 -5.542 -0.596 -1.256  -0.2881
C12 1.139 -7.273 -0.635  0.6086
C13 -7.714 -0.038 -1.507  0.6525
C14 1.324 0.204 5.259  -0.4231
C15 -2.113 3.668 2.404  -0.3287
C16 1.686 -1.161 5.867  0.4939
C17 -2.868 -0.737 -6.555  -1.4618
C18 -2.951 4.799 1.834  0.5141
C19 -1.871 -3.641 -8.060  0.6644
C20 -2.172 -3.058 -5.886  -0.3375
C21 -1.884 -1.859 -6.709  0.5750
C22 7.618 -0.129 -3.796  -0.9186
C23 -2.281 6.132 1.676  -1.4402
C24 -3.707 4.390 3.847  0.5998
H1 0.363 0.583 5.607  0.2261
H2 -4.765 -0.035 -1.775  0.2547
H3 1.891 -1.803 5.010  0.2986
H4 0.352 -5.636 2.536  0.3292
H5 1.257 0.187 4.171  0.2719
H6 -1.310 6.132 1.180  0.3593
H7 6.345 7.086 0.125  0.3279
H8 6.855 -0.758 -4.254  0.2956
H9 1.291 -4.249 -0.429  0.2426
H10 7.981 0.587 -4.534  0.3125
H11 -2.338 2.686 1.988  0.2845
H12 -0.865 -1.526 -6.513  0.2204
H13 -6.232 0.168 2.159  0.3426
H14 -1.492 -3.111 -5.035  0.2763
H15 -2.848 6.775 1.003  0.3616
H16 5.342 -1.190 -2.349  0.3030
H17 4.759 4.580 2.654  0.3541
H18 -2.675 -0.203 -5.624  0.3553
H19 8.418 -0.797 -3.477  0.3497
H20 6.547 5.390 0.558  0.2726
H21 -3.157 -3.006 -5.423  0.2467
H22 -3.896 -1.093 -6.484  0.3785
H23 -5.534 1.251 -0.020  0.2578
H24 5.694 -0.749 -0.631  0.3138
H25 3.382 3.859 1.845  0.3076
H26 0.067 -0.948 7.323  0.3380
H27 -2.907 -0.122 -7.454  0.3563
H28 -2.193 6.701 2.602  0.3468
H29 -1.269 -6.387 2.129  0.3321
H30 -1.064 -4.712 2.129  0.3125
H31 -0.715 -5.007 -0.136  0.2591
H32 -5.135 -1.523 -0.853  0.2663
H33 4.935 3.591 1.171  0.2702
H34 6.251 6.641 1.826  0.3562
H35 -3.242 4.437 0.848  0.2463
H36 -6.749 -1.289 1.231  0.3521
H37 6.853 -1.676 -1.559  0.3583
H38 1.933 -4.812 1.011  0.2897
H39 1.010 -2.554 7.169  0.3378
H40 -5.050 -0.885 1.464  0.3789
H41 -0.092 -2.003 5.881  0.3736
H42 -1.063 3.899 2.220  0.2565

---

Record 4
Below is a structure of composition C7H15N at a distorted geometry, with properties calculated with ωB97M-V/def2-TZVPD.

ΔE to the lowest compared entry with this formula, charge and spin (kJ/mol): 599.4
HOMO-LUMO gap (eV): 8.2182
Molecular weight (u): 113.204
E_HOMO (Ha): -0.290
Charge: 0
Largest force on an atom (eV/Å): 6.0

Each line ends with the Mulliken charge.
Cartesian coordinates (Å):
N1 -1.826 0.032 -0.678  0.0054
C1 1.873 0.182 0.740  -0.4870
C2 -2.481 1.254 -0.145  -1.0354
C3 2.355 -0.557 -0.450  -0.2823
C4 0.221 -0.097 0.907  -0.3822
C5 -0.347 -0.178 -0.468  -0.6426
C6 -2.686 -0.988 -0.031  -1.0012
C7 3.552 0.186 -0.209  -0.4849
H1 3.662 1.245 -0.501  0.2379
H2 -2.622 1.400 0.953  0.3390
H3 0.069 0.721 -1.174  0.2370
H4 -0.007 -1.069 1.537  0.2367
H5 -3.742 -0.741 -0.317  0.3529
H6 -2.677 -1.019 1.086  0.3271
H7 -3.507 1.217 -0.498  0.3928
H8 4.512 -0.174 -0.002  0.3083
H9 -0.078 0.792 1.444  0.2217
H10 0.146 -1.145 -0.913  0.2737
H11 -2.078 2.204 -0.510  0.3104
H12 2.345 -0.117 1.718  0.2803
H13 -2.426 -1.964 -0.418  0.3208
H14 1.772 1.261 0.662  0.3637
H15 2.495 -1.648 -0.395  0.1078

---

Q: The lowest largest force on an atom belongs to which entry?
A: C6H6O